A molecular structure, C37H91BO2Si2, computed with ωB97M-V/def2-TZVPD.

CARTESIAN COORDINATES (ANGSTROEM)
C (0.942, 2.119, 1.412)
C (-0.190, 2.282, 0.394)
C (-0.142, 1.263, -0.761)
C (-1.237, 0.222, -0.735)
C (-1.067, -0.786, 0.435)
Si (-2.498, -0.784, 1.657)
O (-2.137, -1.542, 3.125)
Si (-0.823, -1.029, 4.006)
B (-3.321, 1.021, 1.972)
O (-2.732, 1.880, 2.857)
C (-4.644, 1.537, 1.268)
C (-4.374, 2.347, -0.027)
H (1.049, 3.047, 1.962)
H (1.869, 1.939, 0.882)
H (0.740, 1.317, 2.113)
H (-1.142, 2.270, 0.917)
H (-0.089, 3.278, -0.028)
H (-0.202, 1.817, -1.694)
H (0.836, 0.793, -0.742)
H (-2.227, 0.675, -0.745)
H (-1.163, -0.342, -1.660)
H (-0.093, -0.626, 0.889)
H (-1.032, -1.788, 0.018)
H (-3.559, -1.620, 1.038)
H (-0.983, 0.362, 4.471)
H (-0.574, -1.878, 5.183)
H (0.391, -1.073, 3.162)
H (-3.065, 2.784, 2.725)
H (-5.363, 0.743, 1.102)
H (-5.120, 2.211, 1.982)
H (-3.327, 2.635, -0.071)
H (-4.949, 3.262, -0.081)
H (-4.575, 1.718, -0.885)
C (3.001, -1.388, 1.467)
C (2.704, -2.882, 1.393)
C (3.165, -3.654, 2.628)
C (4.672, -3.618, 2.883)
C (5.531, -4.139, 1.732)
C (5.276, -5.606, 1.399)
H (4.072, -1.185, 1.526)
H (2.621, -0.876, 0.580)
H (2.523, -0.943, 2.342)
H (3.157, -3.302, 0.491)
H (1.625, -3.021, 1.283)
H (2.834, -4.692, 2.540)
H (2.655, -3.250, 3.508)
H (4.886, -4.207, 3.780)
H (4.979, -2.595, 3.119)
H (6.583, -4.017, 2.004)
H (5.376, -3.528, 0.839)
H (5.465, -6.241, 2.267)
H (5.936, -5.933, 0.594)
H (4.249, -5.773, 1.071)
C (-4.999, 0.232, 4.926)
C (-4.251, 1.067, 5.960)
C (-3.736, 0.249, 7.142)
C (-4.822, -0.433, 7.977)
C (-5.870, 0.512, 8.563)
C (-5.290, 1.539, 9.531)
H (-5.895, -0.229, 5.344)
H (-5.315, 0.855, 4.087)
H (-4.357, -0.562, 4.534)
H (-4.893, 1.880, 6.311)
H (-3.396, 1.543, 5.472)
H (-3.134, 0.897, 7.785)
H (-3.053, -0.522, 6.769)
H (-4.340, -0.978, 8.795)
H (-5.327, -1.190, 7.371)
H (-6.617, -0.087, 9.090)
H (-6.405, 1.027, 7.760)
H (-4.784, 1.045, 10.363)
H (-6.079, 2.167, 9.946)
H (-4.572, 2.197, 9.040)
C (1.386, 6.977, -4.765)
C (2.148, 5.659, -4.865)
C (1.383, 4.469, -4.288)
C (1.070, 4.569, -2.794)
C (2.284, 4.740, -1.884)
C (3.255, 3.564, -1.944)
H (1.192, 7.255, -3.727)
H (1.957, 7.789, -5.218)
H (0.427, 6.913, -5.283)
H (3.119, 5.759, -4.373)
H (2.361, 5.454, -5.917)
H (1.952, 3.555, -4.480)
H (0.440, 4.355, -4.832)
H (0.531, 3.666, -2.494)
H (0.379, 5.400, -2.622)
H (1.931, 4.852, -0.855)
H (2.813, 5.666, -2.126)
H (2.754, 2.633, -1.667)
H (4.087, 3.713, -1.254)
H (3.676, 3.437, -2.942)
C (6.094, -5.642, -3.302)
C (7.048, -6.454, -2.431)
C (8.266, -5.662, -1.962)
C (9.178, -5.159, -3.082)
C (9.730, -6.249, -4.000)
C (10.608, -7.266, -3.275)
H (6.573, -5.309, -4.224)
H (5.225, -6.238, -3.582)
H (5.736, -4.759, -2.768)
H (7.362, -7.352, -2.969)
H (6.505, -6.805, -1.549)
H (8.846, -6.280, -1.270)
H (7.926, -4.799, -1.379)
H (10.016, -4.618, -2.631)
H (8.641, -4.425, -3.689)
H (10.320, -5.771, -4.786)
H (8.911, -6.766, -4.506)
H (11.456, -6.774, -2.794)
H (11.003, -8.003, -3.976)
H (10.051, -7.808, -2.510)
C (-4.898, 3.855, -4.049)
C (-6.419, 3.974, -4.010)
C (-7.107, 2.745, -3.418)
C (-6.884, 1.446, -4.193)
C (-7.316, 1.487, -5.658)
C (-8.809, 1.742, -5.844)
H (-4.573, 3.028, -4.682)
H (-4.450, 4.767, -4.445)
H (-4.498, 3.693, -3.045)
H (-6.797, 4.174, -5.016)
H (-6.690, 4.844, -3.406)
H (-8.180, 2.944, -3.340)
H (-6.754, 2.601, -2.392)
H (-7.427, 0.642, -3.686)
H (-5.827, 1.168, -4.145)
H (-7.062, 0.530, -6.120)
H (-6.744, 2.246, -6.199)
H (-9.400, 0.972, -5.344)
H (-9.074, 1.731, -6.902)
H (-9.107, 2.712, -5.443)

Values from the calculation:
Lowest unoccupied orbital energy in eV: 0.45
HOMO-LUMO gap in eV: 9.828
DFT total energy in hartree: -2218.77218

Here are the Mulliken charges for atoms 1 to 6, given in e: number 1, C, carries -1.267; number 2, C, carries 0.771; number 3, C, carries -0.162; number 4, C, carries -0.844; number 5, C, carries 0.035; number 6, Si, carries 0.421